1.
{
  "formula": "C8H12Cl2OV",
  "method": "ωB97M-V/def2-TZVPD",
  "species": ["V", "Cl", "Cl", "O", "C", "C", "C", "C", "C", "C", "C", "C", "H", "H", "H", "H", "H", "H", "H", "H", "H", "H", "H", "H"],
  "positions_angstrom": [[0.743, -0.171, 1.521], [0.351, -2.343, 1.617], [1.485, 1.599, 2.659], [-0.332, -0.232, 4.756], [-0.493, -0.185, -2.236], [0.736, -0.606, -1.421], [-0.830, 0.540, 0.947], [-1.653, 0.919, -0.241], [2.366, -0.261, 0.570], [1.056, 0.277, -0.237], [-0.020, -0.424, 3.669], [-1.758, -0.134, -1.369], [-2.610, 0.128, -2.022], [1.121, 1.342, -0.470], [-1.977, -1.126, -0.958], [3.154, 0.487, 0.661], [2.733, -1.221, 0.197], [-2.679, 1.138, 0.103], [-0.625, -0.901, -3.063], [1.619, -0.637, -2.085], [0.612, -1.646, -1.080], [-1.393, 0.795, 1.874], [-1.294, 1.863, -0.696], [-0.310, 0.801, -2.697]],
  "mulliken_charge": [-0.194, -0.398, -0.400, -0.211, -0.772, -0.811, 0.343, -0.772, -0.856, 0.017, 0.434, -0.540, 0.323, 0.508, 0.336, 0.376, 0.414, 0.365, 0.346, 0.297, 0.311, 0.268, 0.297, 0.319],
  "e_tot_ev": -61267.2988,
  "e_above_lowest_kj_mol": 142.69,
  "multiplicity": 2,
  "homo_energy_ev": [-8.5, -8.5],
  "gap_ev": [7.7885, 6.6816]
}

2.
{
  "formula": "C14H54N12O13",
  "method": "ωB97M-V/def2-TZVPD",
  "species": ["O", "O", "O", "O", "O", "O", "O", "O", "O", "O", "O", "O", "O", "N", "N", "N", "N", "N", "N", "N", "N", "N", "N", "N", "N", "C", "C", "C", "C", "C", "C", "C", "C", "C", "C", "C", "C", "C", "C", "H", "H", "H", "H", "H", "H", "H", "H", "H", "H", "H", "H", "H", "H", "H", "H", "H", "H", "H", "H", "H", "H", "H", "H", "H", "H", "H", "H", "H", "H", "H", "H", "H", "H", "H", "H", "H", "H", "H", "H", "H", "H", "H", "H", "H", "H", "H", "H", "H", "H", "H", "H", "H", "H"],
  "positions_angstrom": [[-2.752, 0.846, 3.257], [3.825, 1.072, 2.688], [3.148, -0.729, -1.814], [-2.270, 4.359, -1.953], [-3.306, -3.087, -1.978], [3.598, 1.836, -3.512], [0.107, -0.685, -5.710], [-4.938, 1.340, 0.788], [2.393, -4.024, 3.998], [0.029, -0.533, 1.542], [0.016, 1.640, -2.310], [-1.976, -2.731, 0.252], [0.797, 3.395, 1.992], [-4.560, -0.458, -0.680], [-3.186, -0.307, 0.947], [-3.416, -3.948, 1.704], [0.709, -2.358, 4.038], [-1.163, -4.195, 1.888], [-3.641, 3.921, -0.032], [1.369, -3.212, 2.042], [2.186, 0.188, -5.020], [0.984, -0.741, -3.460], [2.593, -0.497, 4.009], [-2.167, 2.422, -0.653], [1.422, 1.120, 3.114], [-2.667, 3.588, -0.889], [3.634, 2.147, -2.079], [-2.773, -2.026, -2.745], [0.033, -0.156, 0.161], [1.125, -0.495, -4.744], [1.051, 3.326, 0.596], [-2.187, -3.610, 1.271], [-4.216, 0.200, 0.386], [-2.109, 2.014, 2.715], [3.026, -1.901, -1.036], [0.442, 2.689, -3.198], [3.995, -1.820, 0.192], [1.464, -3.164, 3.352], [2.638, 0.538, 3.225], [3.610, -0.971, 0.617], [-3.523, -1.252, -3.162], [-2.591, -3.596, -1.663], [3.493, -0.990, 4.211], [0.814, -2.606, 5.019], [-4.219, -3.359, 1.419], [1.702, -1.101, 4.153], [-1.263, -4.674, 2.778], [-3.567, -4.321, 2.631], [-1.084, 1.714, 2.398], [1.019, -2.423, 1.457], [-2.117, 0.462, 3.885], [0.087, 4.032, 2.045], [4.694, 1.921, -1.814], [0.345, 0.799, -2.639], [-2.880, 0.209, 1.723], [0.593, 0.033, 2.077], [-2.537, 2.611, 1.900], [1.983, -1.999, -0.867], [-2.568, -1.079, 0.701], [-1.431, 2.147, -1.301], [1.315, 2.130, 2.747], [2.938, 1.617, -1.488], [1.904, 4.015, 0.362], [5.022, -1.731, -0.165], [3.900, -2.742, 0.698], [1.260, 2.260, 0.356], [-0.192, -3.825, 1.834], [3.312, -2.730, -1.704], [4.032, -0.669, -2.272], [-1.926, 2.745, 3.508], [-4.091, -1.306, -1.068], [1.008, 0.284, -0.098], [0.646, 0.939, 3.782], [2.680, 0.922, -4.394], [2.080, -3.842, 1.469], [-5.326, -0.052, -1.231], [-0.116, -1.932, 3.578], [0.341, -1.584, -3.322], [-0.458, 3.358, -3.349], [0.302, 3.627, -0.045], [2.343, 0.356, -6.024], [-2.318, -2.382, -3.634], [-2.050, -1.470, -2.140], [-4.110, 3.250, 0.635], [3.427, 3.224, -1.970], [1.721, -0.523, -2.844], [0.960, 2.604, -4.131], [1.126, 3.200, -2.538], [-0.197, -0.976, -0.494], [3.987, 2.610, -3.949], [-0.706, 0.628, 0.070], [-2.480, 1.713, 0.001], [-4.166, 4.795, -0.048]],
  "mulliken_charge": [-0.639, -0.733, -0.374, -0.753, -0.537, -0.500, -0.749, -0.821, -0.734, 0.794, -0.305, -0.484, -0.607, -0.297, 0.246, -0.457, -0.357, -0.324, -0.225, -0.256, -0.250, -0.178, -0.276, 0.878, -0.416, 0.505, -0.507, -0.510, 1.646, 0.331, -0.314, 0.493, 0.619, -0.405, -0.176, -0.927, -1.187, 0.226, 0.359, 0.260, 0.291, 0.312, 0.280, 0.309, 0.288, 0.308, 0.242, 0.240, 0.002, -0.079, 0.337, 0.358, 0.278, 0.055, 0.371, -0.214, 0.069, -0.014, -0.441, -0.290, 0.149, -0.056, 0.274, 0.405, 0.367, -0.190, 0.185, 0.432, 0.174, 0.482, 0.232, -0.566, 0.337, 0.286, 0.254, 0.251, 0.288, 0.125, 0.292, 0.399, 0.251, 0.448, -0.102, 0.139, 0.435, 0.093, 0.464, 0.214, 0.335, 0.281, -0.876, -0.836, 0.273],
  "e_tot_ev": -59887.9468,
  "e_above_lowest_kj_mol": 784.21,
  "multiplicity": 1,
  "homo_energy_ev": -8.7,
  "gap_ev": 8.1061
}

3.
{
  "formula": "C5H11NO",
  "method": "ωB97M-V/def2-TZVPD",
  "species": ["O", "N", "C", "C", "C", "C", "C", "H", "H", "H", "H", "H", "H", "H", "H", "H", "H", "H"],
  "positions_angstrom": [[-0.494, -2.121, 1.725], [-0.265, -0.016, 0.836], [-0.849, 1.312, 0.828], [-0.731, -0.927, 1.735], [0.514, -0.503, -0.306], [-0.393, -0.796, -1.502], [1.650, 0.455, -0.666], [2.214, 0.747, 0.227], [-0.159, 2.026, 0.373], [-1.802, 1.361, 0.274], [-1.021, 1.638, 1.856], [-1.362, -0.453, 2.513], [-1.151, -1.537, -1.229], [0.944, -1.447, 0.044], [1.283, 1.365, -1.157], [2.337, -0.034, -1.365], [0.188, -1.185, -2.346], [-0.904, 0.114, -1.841]],
  "mulliken_charge": [-0.572, 0.146, -0.926, 0.041, 0.369, -1.284, -1.533, 0.371, 0.291, 0.302, 0.387, 0.300, 0.347, 0.311, 0.356, 0.408, 0.389, 0.296],
  "e_tot_ev": -8901.2190,
  "e_above_lowest_kj_mol": 46.16,
  "multiplicity": 1,
  "homo_energy_ev": -9.3,
  "smiles": "CC(C)N(C)C=O",
  "gap_ev": 10.1783
}